No. 1
Molecular formula: C6H12NO
Method: DFT, the ωB97M-V functional and the def2-TZVPD basis

Positions of all 20 atoms, in Å:
C  0.976  -1.801  -0.812
C  0.781  -0.954  0.536
C  2.140  -0.560  0.184
C  -1.466  1.568  -1.037
C  -1.130  -0.008  1.694
C  -0.142  0.997  -0.416
N  -0.263  -0.012  0.466
O  2.320  -1.367  -0.828
H  0.906  -2.864  -0.918
H  0.546  -1.161  -1.607
H  0.787  -1.449  1.507
H  2.909  0.261  0.483
H  -1.364  2.118  -1.990
H  -2.078  0.688  -1.274
H  -2.000  2.337  -0.417
H  -2.080  0.256  1.428
H  -1.187  -1.064  2.024
H  -0.618  0.604  2.374
H  0.545  1.875  -0.169
H  0.419  0.535  -1.227

Forces on atoms 1 to 6 (eV/Å):
C -1.70 0.65 -0.08
C -1.23 -0.21 -0.96
C 2.72 0.89 -1.36
C -0.11 0.09 0.29
C 2.69 -1.95 -1.50
C 0.62 4.62 -3.33

Calculated values
Electronic energy: -9943.1982 eV
Net charge: +1
HOMO: -13.01 eV
ΔE to the lowest compared entry with this formula, charge and spin: 3.9066 eV

No. 2
Molecular formula: C6H12NO3
Method: DFT, the ωB97M-V functional and the def2-TZVPD basis

Positions of all 22 atoms, in Å:
C  0.521  0.379  -2.884
C  0.049  1.673  -2.246
C  0.052  -0.851  -1.940
O  -0.369  -0.571  -0.836
O  0.133  -2.088  -2.302
H  0.152  0.186  -3.904
H  1.582  0.250  -2.935
H  -1.100  1.802  -2.477
H  0.581  2.679  -2.509
H  -0.043  1.513  -1.089
C  0.179  0.434  2.172
C  -1.228  0.530  1.685
C  0.195  -1.140  2.464
O  -0.567  -1.689  3.169
N  1.179  -1.855  1.709
H  1.063  0.502  1.473
H  0.572  0.959  3.119
H  -1.820  -0.209  2.177
H  -1.564  0.480  0.591
H  1.010  -2.891  1.558
H  1.299  -1.442  0.814
H  -1.877  1.350  2.189

Forces on atoms 1 to 6 (eV/Å):
C -1.00 -1.40 0.66
C -2.07 1.49 1.17
C 0.43 -3.08 -1.99
O -0.61 1.54 2.36
O 0.61 2.35 -1.02
H -0.04 0.20 0.35

Calculated values
Electronic energy: -14049.7556 eV
Net charge: -1
HOMO: -4.11 eV
ΔE to the lowest compared entry with this formula, charge and spin: 2.2609 eV

No. 3
Molecular formula: C6H12NO3Si
Method: DFT, the ωB97M-V functional and the def2-TZVPD basis

Positions of all 23 atoms, in Å:
C  0.873  2.123  -0.826
C  0.654  0.639  -1.155
N  0.016  0.015  0.020
C  0.483  -1.354  0.298
C  1.747  -1.244  1.167
O  1.559  -0.168  2.087
Si  0.604  0.995  1.535
O  1.310  2.237  0.520
O  -0.864  1.182  2.150
C  -1.860  0.375  1.515
C  -1.447  0.174  0.050
H  1.655  2.558  -1.451
H  -0.046  2.704  -0.957
H  0.057  0.510  -2.059
H  1.624  0.164  -1.307
H  0.673  -1.917  -0.616
H  -0.291  -1.864  0.875
H  1.907  -2.149  1.755
H  2.640  -1.042  0.572
H  -2.808  0.906  1.602
H  -1.937  -0.575  2.050
H  -1.965  -0.675  -0.400
H  -1.696  1.078  -0.508

Forces on atoms 1 to 6 (eV/Å):
C -0.23 -0.01 -0.11
C 0.54 0.57 -0.50
N 0.05 0.06 0.09
C 0.32 -0.75 0.42
C 0.18 -0.21 -0.23
O 0.08 0.46 0.74

Calculated values
Electronic energy: -21923.3410 eV
Net charge: +1
HOMO: -15.01 eV
SMILES: C1C[N+]23CCO[Si]2(O1)OCC3
ΔE to the lowest compared entry with this formula, charge and spin: 0.0000 eV

No. 4
Molecular formula: C6H12NO5S
Method: DFT, the ωB97M-V functional and the def2-TZVPD basis

Positions of all 25 atoms, in Å:
C  1.523  -2.408  -0.899
C  2.410  -1.568  0.108
C  0.418  -1.405  -1.374
C  1.373  -0.609  0.720
C  0.040  -0.582  -0.137
C  -0.477  0.815  -0.376
N  -1.529  1.134  1.533
O  -1.253  3.454  0.755
O  -3.109  2.961  2.138
O  -3.112  2.263  -0.279
O  -1.372  0.918  -1.249
O  0.405  1.754  -0.174
S  -2.268  2.455  1.066
H  2.087  -2.827  -1.703
H  1.007  -3.125  -0.207
H  2.876  -2.347  0.796
H  3.205  -1.057  -0.488
H  0.956  -0.839  -2.124
H  -0.311  -2.137  -1.752
H  0.938  -1.019  1.741
H  1.890  0.299  0.751
H  -0.903  -0.994  0.351
H  -2.208  0.473  1.455
H  -2.387  1.749  -0.839
H  -0.199  2.645  0.187

Forces on atoms 1 to 6 (eV/Å):
C -0.72 1.45 2.67
C -0.52 -2.06 -1.15
C 1.07 -1.80 0.20
C -1.92 -2.73 2.01
C -0.04 -0.56 0.65
C 1.48 -0.73 -1.82

Calculated values
Electronic energy: -28979.6738 eV
Net charge: -1
HOMO: -5.19 eV
ΔE to the lowest compared entry with this formula, charge and spin: 2.4085 eV

No. 5
Molecular formula: C6H12NS
Method: DFT, the ωB97M-V functional and the def2-TZVPD basis

Positions of all 20 atoms, in Å:
N  -0.262  1.628  0.945
C  -0.309  0.569  -0.104
C  0.900  -0.208  -0.252
S  2.231  1.010  -0.260
C  0.920  -1.549  0.674
C  0.975  -1.585  -0.850
C  -1.194  0.883  -1.304
C  -1.620  -0.157  -0.245
H  -0.349  1.182  1.917
H  -0.993  2.418  0.836
H  0.721  2.124  0.886
H  3.352  0.397  0.068
H  -0.039  -1.860  1.072
H  1.741  -1.564  1.372
H  1.832  -1.931  -1.329
H  0.124  -1.962  -1.338
H  -0.892  0.506  -2.195
H  -1.922  1.789  -1.418
H  -2.487  0.162  0.248
H  -1.569  -1.216  -0.627

Forces on atoms 1 to 6 (eV/Å):
N 0.42 1.58 1.52
C -3.33 0.81 -1.20
C 1.59 -2.03 1.96
S 0.06 0.49 -0.83
C -0.08 1.79 -1.41
C -0.21 0.79 1.91

Calculated values
Electronic energy: -18732.6066 eV
Net charge: +1
HOMO: -12.99 eV
SMILES: [NH3+]C1(C2(S)CC2)CC1
ΔE to the lowest compared entry with this formula, charge and spin: 2.6473 eV

No. 6
Molecular formula: C6H12NS
Method: DFT, the ωB97M-V functional and the def2-TZVPD basis

Positions of all 20 atoms, in Å:
C  -4.812  0.673  -0.378
C  -1.922  -1.202  0.063
C  -4.069  0.175  0.554
C  4.118  -0.085  0.129
C  2.681  0.612  0.291
C  1.661  -0.164  -0.510
N  -0.881  -0.680  -0.188
S  0.093  0.598  -0.029
H  -5.401  1.623  -0.045
H  -4.890  0.258  -1.432
H  -2.051  -2.237  0.331
H  -3.135  -0.535  0.240
H  -3.713  0.477  1.561
H  4.347  -0.191  -0.998
H  4.788  0.598  0.412
H  4.371  -0.945  0.592
H  2.637  1.708  0.021
H  2.516  0.516  1.316
H  1.953  -0.042  -1.503
H  1.708  -1.158  -0.428

Forces on atoms 1 to 6 (eV/Å):
C -1.71 1.61 -1.00
C 2.19 -1.13 -0.94
C 3.11 -0.27 1.36
C -3.19 2.16 -5.29
C 2.03 -0.91 -0.74
C 0.33 3.81 0.57

Calculated values
Electronic energy: -18729.1467 eV
Net charge: +1
HOMO: -13.66 eV
ΔE to the lowest compared entry with this formula, charge and spin: 6.1073 eV

No. 7
Molecular formula: C6H12O
Method: DFT, the ωB97M-V functional and the def2-TZVPD basis

Positions of all 19 atoms, in Å:
C  -1.850  0.749  -0.261
C  -1.100  -0.377  0.466
C  -0.709  -1.457  -0.541
O  0.675  -1.159  -0.859
C  1.326  -0.329  0.161
C  2.132  0.741  -0.586
C  0.195  0.188  1.079
H  -2.733  0.331  -0.758
H  -1.244  1.249  -1.033
H  -2.124  1.522  0.466
H  -1.768  -0.861  1.178
H  -0.761  -2.533  -0.330
H  -1.612  -1.399  -1.247
H  2.055  -0.894  0.782
H  2.952  0.283  -1.154
H  2.587  1.494  0.074
H  1.470  1.253  -1.289
H  0.177  1.288  1.069
H  0.318  -0.114  2.126

Forces on atoms 1 to 6 (eV/Å):
C -0.07 -0.05 0.07
C -0.14 -0.01 0.17
C -0.20 0.09 0.10
O -0.36 0.19 -0.37
C -0.19 -0.02 -0.13
C -0.15 -0.04 -0.05

Calculated values
Electronic energy: -8463.1583 eV
HOMO: -9.45 eV
SMILES: C[C@H]1CO[C@@H](C)C1
ΔE to the lowest compared entry with this formula, charge and spin: 1.1956 eV

No. 8
Molecular formula: C6H12O
Method: DFT, the ωB97M-V functional and the def2-TZVPD basis

Positions of all 19 atoms, in Å:
C  1.306  1.944  0.174
C  1.128  0.873  0.948
O  1.289  -0.428  0.609
C  2.016  -0.621  -0.585
H  1.182  2.928  0.606
H  1.536  1.894  -0.885
H  0.831  0.954  1.990
H  3.006  -0.160  -0.476
H  1.504  -0.165  -1.442
H  2.112  -1.695  -0.745
C  -1.941  0.765  -0.132
C  -1.926  -0.424  0.464
C  -1.554  -1.719  -0.193
H  -1.657  0.882  -1.176
H  -2.217  1.670  0.402
H  -2.219  -0.495  1.512
H  -2.433  -2.373  -0.243
H  -1.179  -1.564  -1.211
H  -0.780  -2.243  0.379

Forces on atoms 1 to 6 (eV/Å):
C 0.04 -0.10 0.10
C 0.07 0.30 0.06
O 0.05 0.15 0.08
C 0.12 -0.06 -0.27
H -0.09 -0.11 -0.01
H 0.10 -0.02 0.23

Calculated values
Electronic energy: -8462.1002 eV
HOMO: -8.80 eV
SMILES: C=COC.C=CC
ΔE to the lowest compared entry with this formula, charge and spin: 2.2538 eV

No. 9
Molecular formula: C6H12O
Method: DFT, the ωB97M-V functional and the def2-TZVPD basis

Positions of all 19 atoms, in Å:
C  -2.079  -0.861  -1.686
O  -0.843  -0.240  -1.437
C  -0.779  0.390  -0.175
C  0.601  0.223  0.422
C  1.120  -1.197  0.369
C  1.587  1.356  0.343
C  0.891  1.052  1.642
H  -2.907  -0.137  -1.752
H  -2.325  -1.591  -0.897
H  -1.991  -1.391  -2.638
H  -1.038  1.458  -0.267
H  -1.512  -0.070  0.508
H  1.239  -1.524  -0.670
H  0.421  -1.885  0.864
H  2.089  -1.278  0.874
H  1.299  2.261  -0.186
H  2.641  1.102  0.258
H  0.127  1.746  1.985
H  1.460  0.586  2.442

Forces on atoms 1 to 6 (eV/Å):
C -0.23 -0.13 -0.09
O 0.03 0.00 -0.02
C 0.02 0.12 0.25
C -0.05 -0.06 0.00
C 0.05 -0.03 0.01
C 0.11 0.07 -0.17

Calculated values
Electronic energy: -8462.8035 eV
HOMO: -9.70 eV
SMILES: COCC1(C)CC1
ΔE to the lowest compared entry with this formula, charge and spin: 1.5505 eV

No. 10
Molecular formula: C6H12O
Method: DFT, the ωB97M-V functional and the def2-TZVPD basis

Positions of all 19 atoms, in Å:
C  -0.274  -2.537  -0.570
O  -0.706  -1.205  -0.713
C  -0.264  -0.452  0.373
C  1.244  -0.241  0.650
C  1.039  1.289  0.600
C  -0.476  1.092  0.312
C  -1.027  1.835  -0.907
H  -0.250  -2.819  0.493
H  0.734  -2.673  -0.983
H  -0.975  -3.190  -1.093
H  -0.668  -0.921  1.318
H  1.388  -0.621  1.659
H  2.007  -0.678  -0.003
H  1.578  1.801  -0.206
H  1.268  1.804  1.536
H  -1.099  1.353  1.170
H  -1.082  2.906  -0.665
H  -0.399  1.744  -1.800
H  -2.039  1.513  -1.170

Forces on atoms 1 to 6 (eV/Å):
C 0.07 -0.29 -0.04
O 0.08 0.14 -0.16
C -0.16 -0.03 0.53
C 0.12 -0.17 0.18
C 0.05 0.15 0.07
C -0.16 0.01 0.19

Calculated values
Electronic energy: -8462.6390 eV
HOMO: -9.38 eV
SMILES: CO[C@H]1CC[C@H]1C
ΔE to the lowest compared entry with this formula, charge and spin: 1.7150 eV

No. 11
Molecular formula: C6H12O
Method: DFT, the ωB97M-V functional and the def2-TZVPD basis

Positions of all 19 atoms, in Å:
C  -2.153  -0.394  2.516
C  -0.935  -0.583  2.041
C  -0.372  -0.351  0.656
C  0.892  0.441  0.530
C  1.062  1.539  -0.215
C  2.314  2.387  -0.040
H  -2.397  -0.346  3.569
H  -2.979  -0.232  1.837
H  -0.136  -0.267  2.731
H  -0.256  -1.351  0.218
H  -1.134  0.039  -0.031
H  1.772  0.205  1.122
H  0.428  1.732  -1.077
H  2.689  2.822  -0.962
H  2.139  3.104  0.757
H  3.062  1.688  0.349
O  -1.458  -3.258  -5.023
H  -1.079  -2.988  -4.162
H  -1.460  -4.189  -4.816

Forces on atoms 1 to 6 (eV/Å):
C -0.66 -0.25 -0.64
C 1.87 3.13 0.74
C -1.16 -1.58 -1.45
C -0.08 0.95 0.15
C 0.58 -0.57 -0.44
C -0.26 -1.35 0.19

Calculated values
Electronic energy: -8461.8180 eV
HOMO: -9.20 eV
SMILES: C=CC/C=C/C.O
ΔE to the lowest compared entry with this formula, charge and spin: 2.5359 eV

No. 12
Molecular formula: C6H12O
Method: DFT, the ωB97M-V functional and the def2-TZVPD basis

Positions of all 19 atoms, in Å:
C  -2.314  -0.496  -0.281
C  -1.194  -0.967  0.233
C  0.045  -0.190  0.095
C  1.250  -0.676  -0.199
C  1.388  -2.141  -0.586
C  2.513  0.118  -0.082
H  -2.444  0.445  -0.824
H  -3.256  -1.018  -0.380
H  -1.242  -1.940  0.701
H  -0.090  0.796  0.509
H  2.411  -2.482  -0.408
H  1.097  -2.318  -1.618
H  0.748  -2.786  0.021
H  2.322  1.182  -0.021
H  3.160  -0.112  -0.935
H  3.104  -0.324  0.723
O  -2.156  4.462  1.061
H  -2.407  3.566  1.305
H  -2.934  4.881  0.685

Forces on atoms 1 to 6 (eV/Å):
C -1.45 0.54 -1.04
C -0.23 0.12 -0.83
C 0.17 -0.26 1.29
C -0.44 -0.62 0.07
C 0.13 0.17 0.51
C 0.16 -0.98 -0.75

Calculated values
Electronic energy: -8462.5909 eV
HOMO: -8.62 eV
SMILES: C=CC=C(C)C.O
ΔE to the lowest compared entry with this formula, charge and spin: 1.7630 eV